1.
Here is a molecular structure, C11H10ClEuN in a non-equilibrium geometry from the Open Molecules 2025 dataset. Energies are from ωB97M-V with the def2-TZVPD basis set.

The gap between HOMO and LUMO (alpha / beta) is 5.42 / 6.30 eV. The energy above the lowest of the compared OMol25 structures with the same formula, charge and spin comes out at 0.00 kcal/mol. The spin multiplicity is 8. Its net charge is -2. Its HOMO energy (alpha / beta) is 0.0066 / -0.0265 Ha. Its strongest force on any atom is 2.304 eV/Å.

Each line ends with the Mulliken charge.
Atoms and positions in Å:
H 1.75332 -2.17551 0.92814  0.350
H -2.24011 2.31690 -3.66862  0.375
H 1.03646 -0.33660 -4.82538  0.373
H 0.10073 3.52323 -2.96633  0.342
C -0.53239 1.29296 0.83771  0.008
C -0.92380 0.63794 -4.36406  -0.379
C 0.49402 0.49467 -4.38158  -0.516
Cl 2.29713 1.74698 -0.75230  -0.677
C 1.03735 -1.84287 -1.15300  -0.591
Eu 0.07483 0.78035 -1.66174  0.852
H -2.29310 -2.05111 -0.67464  0.341
C -0.00124 2.57891 -3.50662  -0.515
C 0.92603 -2.02145 0.24634  -0.495
C 1.06875 1.68867 -3.86195  -0.520
C -1.23971 1.92087 -3.81486  -0.638
H -0.84328 -2.16188 1.61706  0.338
N -0.62593 1.28754 2.00643  -0.752
H 2.12967 1.83702 -3.65143  0.431
H -0.56825 -1.80680 -2.77590  0.558
H -1.64320 -0.08231 -4.77844  0.341
C -1.21420 -1.97019 -0.60805  -0.601
C -0.30638 -1.85686 -1.70981  -0.503
C -0.45132 -2.05288 0.60141  -0.472
H 1.96460 -1.74748 -1.74070  0.348

Atoms 1-2, force components in eV/Å:
H -0.0157 0.3757 0.0120
H 0.1588 -0.0291 0.0284

2.
Here is a molecular structure, C11H10N2O4Yb in a non-equilibrium geometry from the Open Molecules 2025 dataset. Energies are from ωB97M-V with the def2-TZVPD basis set.

The gap between HOMO and LUMO (alpha / beta) is 5.63 / 4.58 eV. The energy above the lowest of the compared OMol25 structures with the same formula, charge and spin comes out at 0.00 kcal/mol. The spin multiplicity is 2. Its net charge is +3. Its HOMO energy (alpha / beta) is -0.6869 / -0.6870 Ha. Its strongest force on any atom is 7.006 eV/Å.

Each line ends with the Mulliken charge.
Atoms and positions in Å:
N 0.43662 -0.07845 1.22627  -0.265
C -2.74786 0.40034 -1.42705  0.221
C 1.20245 -1.05252 1.82164  -0.339
O 3.11670 0.25274 -1.25995  -0.022
C 1.11727 -1.31887 3.18272  -0.729
C -0.03547 1.03901 -5.11140  -0.606
H 0.90221 1.61496 -5.15057  0.316
C -0.61907 0.43991 1.91484  -0.255
H 1.86806 -1.57529 1.12857  0.427
H -0.69428 -0.32638 5.72712  0.235
C -0.76856 0.21598 3.28226  -0.732
H -1.55067 0.67302 3.87047  0.403
H 0.90367 -0.88568 -5.08520  0.313
H 1.77270 -2.00824 3.69611  0.382
Yb -0.42284 0.68492 -0.65292  1.018
O 0.00042 4.27560 -1.29901  0.036
H -0.98794 1.59414 -5.15694  0.324
C 0.15004 -0.62166 3.91790  1.336
N 0.03416 -0.83883 5.24831  -0.390
C -0.18936 -1.89389 -1.52985  0.322
C -0.07831 3.15731 -0.99324  0.172
O 0.11403 -2.92955 -1.14535  -0.068
C -0.03183 -0.30703 -5.10412  -0.556
O -3.87076 0.22309 -1.66891  0.032
H -1.36965 1.06688 1.36572  0.538
H 0.71685 -1.44231 5.68091  0.242
H -0.97782 -0.87149 -5.09380  0.310
C 2.00927 0.51228 -1.38456  0.335

Atoms 1-2, force components in eV/Å:
N -1.3130 -0.4649 -1.5148
C -6.7896 -1.0429 -1.3779

3.
Here is a molecular structure, C11H10NO7P2V from the Open Molecules 2025 dataset. Energies are from ωB97M-V with the def2-TZVPD basis set.

The gap between HOMO and LUMO is 6.95 eV. Its net charge is +2. Its HOMO energy is -0.6160 Ha. Its strongest force on any atom is 0.843 eV/Å.

Each line ends with the Mulliken charge.
Atoms and positions in Å:
C 1.48590 0.56214 -1.06254  1.188
O -2.45830 0.67188 3.01522  -0.397
O -0.40292 -0.15773 1.88524  -0.477
C 3.80462 0.12861 -1.55148  -0.734
C 2.64464 -1.42923 -0.12626  -0.564
V -0.26555 -0.69008 0.28007  0.263
H 2.70321 1.77355 -2.36022  0.362
H -1.17586 4.14119 -2.49368  0.482
H 4.70296 -1.61371 -0.67101  0.465
C -2.14394 1.26899 -1.03630  -0.040
C 0.14433 2.58743 -1.84658  -0.692
P -1.92086 -2.96516 1.39804  0.871
O -1.00172 -2.20401 0.16288  -0.521
O -2.39621 -1.61409 2.12794  -0.267
C -1.10535 3.16278 -2.03568  -0.348
C 2.66580 0.91042 -1.71056  -0.817
H 4.71353 0.41831 -2.06187  0.435
C 0.22437 1.33446 -1.27193  1.393
C -2.26246 2.49573 -1.64073  -0.827
N -0.92480 0.71348 -0.86895  -0.062
P -1.56532 -0.59377 3.05405  0.850
H -2.72029 1.03615 3.87634  0.397
O -2.97344 -3.80455 0.90412  -0.520
C 3.80110 -1.02432 -0.77020  -0.603
C 1.52169 -0.62896 -0.28870  0.829
H 1.04098 3.10822 -2.14764  0.390
H 2.61874 -2.32249 0.48252  0.486
O -0.71067 -3.49333 2.21730  -0.371
H -2.99120 0.69832 -0.68064  0.533
O -0.97615 -1.10043 4.26386  -0.518
H -3.24141 2.92918 -1.78749  0.438
H -0.83542 -4.29900 2.74491  0.375

Atoms 1-2, force components in eV/Å:
C -0.1774 0.0894 -0.1408
O -0.0952 0.0383 -0.0340

4.
Here is a single C11H10O3 molecule in a non-equilibrium geometry from the Open Molecules 2025 dataset. Energies are from ωB97M-V with the def2-TZVPD basis set.

The gap between HOMO and LUMO is 8.77 eV. The energy above the lowest of the compared OMol25 structures with the same formula, charge and spin comes out at 24.71 kcal/mol. The SMILES is COC(=O)c1ccccc1/C=C\C=O. Its HOMO energy is -0.3439 Ha. Its strongest force on any atom is 5.242 eV/Å.

Each line ends with the Mulliken charge.
Atoms and positions in Å:
C 1.74742 -0.49392 0.22218  0.294
C 0.95454 1.85363 -0.52168  -0.441
O 2.21759 -1.28516 -0.83162  -0.313
H 0.58002 3.95906 -0.50874  0.348
C -3.23003 -1.22027 -0.39876  -0.197
H 1.96466 1.92804 -0.87135  0.435
C -1.20068 2.73607 -0.02607  -0.677
C -1.18391 -0.89861 1.00807  -0.397
H 3.81764 -2.33757 -1.53673  0.219
H 3.17330 -2.65123 0.24410  0.280
H -0.49497 -1.44959 1.63691  0.430
C -1.62787 1.43837 0.32673  -0.973
C -0.65512 0.38734 0.47171  0.665
O -4.03318 -2.11566 -0.81284  -0.527
H -2.59921 -2.53427 1.01548  0.342
C 0.16973 2.94944 -0.29400  -0.525
C 3.44498 -1.96082 -0.54334  -0.605
H 4.13340 -1.20601 -0.17435  0.282
H -3.23415 -0.24300 -0.97052  0.403
C -2.33363 -1.53825 0.63891  -0.376
C 0.61855 0.64396 0.01903  0.663
H -2.58025 1.19064 0.50115  0.818
H -1.81124 3.59768 0.07031  0.381
O 2.16242 -0.74986 1.33542  -0.530

Atoms 1-2, force components in eV/Å:
C 0.0012 -1.0957 0.3069
C 1.5048 0.1071 0.9458

5.
Here is a molecular structure, C11H11Cl2GaN3O4 in a non-equilibrium geometry from the Open Molecules 2025 dataset. Energies are from ωB97M-V with the def2-TZVPD basis set.

The gap between HOMO and LUMO is 8.75 eV. Its net charge is +1. Its HOMO energy is -0.4637 Ha. Its strongest force on any atom is 1.313 eV/Å.

Each line ends with the Mulliken charge.
Atoms and positions in Å:
C 0.04864 3.61423 -0.02352  -0.768
C -2.11895 2.00679 0.00264  -0.310
O -2.01418 -4.71433 -0.77269  -0.550
H 3.48884 -3.06297 0.10221  0.470
O -0.90045 -4.53685 1.31410  -0.558
H -1.30115 5.26194 0.06222  0.445
N 1.43034 1.69523 -0.10665  -0.102
H -3.32038 3.75732 0.06091  0.438
Cl -0.88460 -4.24490 -0.07162  1.768
C 1.90938 0.40682 -0.03595  0.883
H -3.34354 -0.19354 0.96412  0.457
Ga -1.05003 -0.81334 -0.03274  1.562
H 1.10719 -2.74467 0.04462  0.255
C 3.08648 -2.06068 0.07207  -0.798
N -0.89354 1.41531 -0.04046  -0.202
H 0.94494 4.22264 -0.02262  0.368
O 0.34258 -4.59570 -0.70197  -0.612
C -1.19429 4.18568 0.02362  -0.335
C 1.73167 -1.88749 0.04020  -0.056
C -2.31658 3.35758 0.03200  -1.050
H 3.89677 1.20042 -0.00229  0.367
H -3.40811 -0.18401 -0.83787  0.449
O -0.93605 -2.67547 -0.14680  -0.563
H -2.96136 1.34490 0.01364  0.624
N 1.10603 -0.67507 -0.01259  -0.156
Cl -3.83150 -2.29984 0.07020  -0.109
C -3.11396 -0.72922 0.05102  -1.217
C 3.89741 -0.93395 0.05987  -0.483
C 3.30060 0.29628 0.00353  -0.674
C 0.16650 2.21982 -0.05677  0.887
H 4.97573 -1.02013 0.09903  0.445
H 2.15556 2.38720 -0.15146  0.125

Atoms 1-2, force components in eV/Å:
C 0.1217 0.1502 0.0151
C 0.1196 0.2163 -0.0050

6.
Here is a molecular structure, C11H11Cl3N4O6SSr from the Open Molecules 2025 dataset. Energies are from ωB97M-V with the def2-TZVPD basis set.

The gap between HOMO and LUMO is 7.84 eV. The energy above the lowest of the compared OMol25 structures with the same formula, charge and spin comes out at 4.04 kcal/mol. Its HOMO energy is -0.3060 Ha. Its strongest force on any atom is 0.373 eV/Å.

Each line ends with the Mulliken charge.
Atoms and positions in Å:
N 2.17800 3.25896 1.33696  0.017
Cl -0.70388 0.89167 3.06633  1.668
O -0.93971 -0.44136 3.51663  -0.580
H 3.33896 3.58428 3.01543  0.396
C 4.11781 -5.47199 -1.56062  -0.447
C 0.97842 3.29341 0.67642  0.136
H 1.37290 4.62332 4.25311  0.410
C 1.29568 4.26543 3.23969  -0.432
N 0.86552 -3.30391 -0.23152  -0.460
C 2.35218 3.70864 2.59415  -0.142
Cl -2.97535 -1.00377 -0.22220  -0.113
S 0.89266 2.60679 -0.86364  -0.427
H 4.13626 -6.55277 -1.50977  0.363
Sr 0.08590 -0.13182 0.31423  1.562
O -0.09393 -2.58267 0.20014  -0.573
H 5.98414 -2.84892 -2.59749  0.348
C 5.15570 -3.39777 -2.16897  -0.416
O -0.89937 1.86285 4.08232  -0.639
C 3.00562 -3.40364 -1.12999  0.346
H 4.01708 -1.61960 -1.70623  0.364
H 2.18658 -5.32027 -0.62594  0.447
O 1.97299 -1.34785 -0.61739  -0.968
O 0.68844 0.96245 2.56593  -0.727
C 5.18770 -4.78179 -2.11472  -0.486
H 2.93634 2.81423 0.83793  0.275
C 4.06379 -2.69691 -1.67562  -0.444
H 6.04254 -5.32179 -2.49960  0.374
N 1.88408 -2.65270 -0.62438  0.935
C 3.01936 -4.79151 -1.06258  -0.323
O -1.55154 1.16127 1.91464  -0.646
N -0.06549 3.88420 1.29012  -0.415
H -0.78566 4.77197 2.97077  0.402
C -2.49869 -1.43722 -1.86474  -0.244
Cl -1.32318 -0.28763 -2.55088  -0.119
C 0.09414 4.33313 2.51279  -0.033
H -3.37786 -1.41401 -2.49592  0.323
H -2.02582 -2.41162 -1.82919  0.269

Atoms 1-2, force components in eV/Å:
N 0.0201 0.0053 -0.0529
Cl 0.2699 -0.1060 0.1685

7.
Here is a single C11H11ClOS molecule in a non-equilibrium geometry from the Open Molecules 2025 dataset. Energies are from ωB97M-V with the def2-TZVPD basis set.

The gap between HOMO and LUMO (alpha / beta) is 6.75 / 6.98 eV. The energy above the lowest of the compared OMol25 structures with the same formula, charge and spin comes out at 53.70 kcal/mol. The SMILES is CC1(C)OSC(c2ccccc2)=C1Cl. Its HOMO energy (alpha / beta) is -0.2596 / -0.2721 Ha. Its strongest force on any atom is 9.660 eV/Å.

Each line ends with the Mulliken charge.
Atoms and positions in Å:
C 0.48143 -1.48861 3.57439  -0.518
C -0.81784 -1.72166 3.88144  -0.556
O 1.75152 1.03394 -1.46910  -0.341
H 0.88197 2.80821 -3.18281  0.341
C -1.47524 -0.84329 1.72568  -0.233
H 0.75964 -0.93553 -3.25095  0.317
C 0.02548 2.40162 -2.53757  -1.449
H 0.15431 2.98560 -1.66322  0.410
S 1.72109 0.80110 0.13343  -0.152
H -2.12401 -0.38241 0.84580  0.089
C 0.83377 -0.93122 2.33548  -0.728
H -0.94669 2.51288 -2.94337  0.356
C -0.45716 0.23156 -1.20850  -0.564
C -0.17350 -0.59908 1.39338  0.995
H 0.07419 0.38311 -4.17115  0.375
H 1.80803 -0.68698 2.03441  0.402
C 0.88605 0.20426 -3.48795  -1.303
C 0.53814 0.99895 -2.13697  1.266
H 1.96299 0.52634 -3.84724  0.328
C -1.80770 -1.35584 2.95660  -0.619
Cl -1.63481 -0.74457 -1.80821  -0.142
H -1.03835 -1.89866 4.86827  0.423
H -2.76587 -1.49062 3.32623  0.429
C 0.26514 -0.05034 0.22555  0.522
H 1.09744 -1.75874 4.40638  0.351

Atoms 1-2, force components in eV/Å:
C 0.9769 0.2418 -0.7744
C -0.8679 1.6058 -2.6881

8.
Here is 2 unconnected molecules or ions with the total composition C11H11ClSSi in a non-equilibrium geometry from the Open Molecules 2025 dataset. Energies are from ωB97M-V with the def2-TZVPD basis set.

The gap between HOMO and LUMO (alpha / beta) is 6.02 / 6.97 eV. The spin multiplicity is 3. Its HOMO energy (alpha / beta) is -0.1938 / -0.3353 Ha. Its strongest force on any atom is 3.271 eV/Å.

Each line ends with the Mulliken charge.
Atoms and positions in Å:
C 3.12182 -2.21901 -1.28138  -0.576
C 3.91083 -1.24484 -1.80814  -0.433
H -3.40701 2.70611 -0.95656  0.363
S 3.62082 0.28342 -1.08498  -0.136
C 1.34960 -0.05465 2.89321  -1.006
H -0.83740 -1.49334 -0.50453  0.264
C -2.64007 -0.57859 -1.22821  -0.443
C -1.61821 1.78796 -0.20264  -0.523
Si 1.42320 0.67238 1.14473  0.432
H -3.04455 -1.49664 -1.62829  0.363
H -1.21691 2.70822 0.19676  0.332
H -4.31458 0.59634 -1.85102  0.365
C -1.40563 -0.57942 -0.59304  -0.276
H 4.64975 -1.33168 -2.58009  0.387
H 3.14336 -3.24687 -1.60161  0.363
H 2.35415 -0.21178 3.28315  0.328
H 0.83390 -1.01261 2.90818  0.326
C -2.84870 1.78606 -0.84809  -0.365
H 1.57581 -2.34894 0.26597  0.397
C -0.92507 0.60604 -0.08877  0.340
C 2.41067 -0.38977 -0.03192  0.320
C 2.26868 -1.72910 -0.27305  -0.324
Cl 2.07754 2.58621 1.17709  -0.290
C -3.35551 0.60151 -1.35278  -0.493
H 0.82989 0.61315 3.57778  0.286

Atoms 1-2, force components in eV/Å:
C 0.1157 -0.0747 -0.1264
C 0.0159 0.3428 0.0288